A 9-piece molecular cluster, C11H41O8P overall. Source: the Open Molecules 2025 dataset; level of theory: wB97M-V/def2-TZVPD.

XYZ file:
```
61
Properties=species:S:1:pos:R:3
P 0.29 -2.03 -1.02
O -4.94 -7.07 2.71
O 2.11 2.22 -1.74
O -1.67 -4.45 5.64
O -0.72 -2.70 -4.24
O 1.67 6.24 -2.97
O 2.61 5.66 0.35
O 0.01 3.77 -3.01
O 1.40 -3.08 2.47
C -0.50 0.62 -0.25
C -0.97 -0.83 -0.37
C -3.99 -6.57 1.78
C 0.35 0.89 0.98
C -2.77 -5.30 5.31
C 0.80 7.33 -3.21
C -1.03 2.85 -3.31
C 3.38 2.57 -1.17
C 2.70 5.72 1.76
C 0.37 -2.54 -5.13
C 0.52 -2.87 3.58
H 0.86 -2.47 0.19
H -1.38 1.27 -0.22
H 1.84 -3.93 2.59
H -2.96 -6.70 2.14
H 1.24 0.25 0.97
H 0.69 1.92 1.00
H 3.34 3.61 -0.89
H -1.70 2.71 -2.45
H 1.09 -3.37 -5.05
H -1.83 -0.90 -1.04
H 1.41 8.23 -3.20
H -1.26 -4.79 6.44
H 1.71 5.42 0.11
H -0.37 -2.70 -3.34
H -0.19 0.67 1.90
H -1.28 -1.20 0.61
H 0.07 0.90 -1.13
H 0.31 7.26 -4.19
H 0.05 -1.90 3.41
H 0.58 3.39 -2.32
H -0.25 -3.64 3.66
H -4.19 -5.51 1.67
H -0.62 1.88 -3.61
H -3.52 -5.32 6.09
H -2.45 -6.32 5.10
H 2.14 1.30 -1.99
H -1.60 3.26 -4.14
H -4.79 -8.01 2.82
H 4.19 2.43 -1.89
H -3.22 -4.89 4.41
H 0.91 -1.60 -4.97
H 1.14 5.43 -2.98
H 1.07 -2.82 4.52
H 2.03 6.47 2.18
H 1.32 -1.11 -1.32
H -0.03 -2.53 -6.14
H -4.09 -7.05 0.80
H 3.58 1.97 -0.28
H 2.49 4.76 2.24
H 0.03 7.43 -2.44
H 3.72 6.01 2.00
```

## Properties
2S+1: 1
SMILES string: CCCP.CO.CO.CO.CO.CO.CO.CO.CO
energy: -37736.656 eV
frontier orbital gap: 0.3611 Ha
HOMO level: -9.4 eV
F_max: 0.00667 hartree/bohr

---

A 10-piece molecular cluster, C11H42N6O10 overall at a distorted geometry. Source: the Open Molecules 2025 dataset; level of theory: wB97M-V/def2-TZVPD.

XYZ file:
```
69
Properties=species:S:1:pos:R:3
O 4.15 0.88 1.54
O -0.30 -3.64 -3.78
O -0.32 2.80 1.05
O -2.24 -0.69 -0.38
O 1.12 2.96 -1.22
O -0.10 0.21 2.89
O 1.78 -0.56 -2.98
O 3.05 -0.31 -0.51
O -3.38 2.22 -2.05
O -2.53 -3.69 1.12
N -3.38 -0.92 1.67
N -2.45 -3.43 -3.11
N -2.37 1.07 1.24
N 0.25 4.93 1.83
N 0.35 3.24 3.24
N -1.04 -1.83 -2.48
C 0.63 -0.39 0.03
C 2.16 -1.78 -3.65
C -1.27 -3.97 0.56
C -1.25 -2.98 -3.11
C 3.11 1.04 2.54
C -2.68 -0.21 0.86
C -0.24 -1.13 3.32
C 0.15 3.69 1.99
C -2.11 2.08 -2.58
C 1.99 -1.11 0.10
C 2.40 2.50 -1.03
H 2.55 2.23 0.02
H 2.54 1.65 -1.68
H -0.04 -1.10 0.48
H 1.87 -2.09 -0.35
H -1.76 1.73 0.74
H 0.25 -0.01 -0.95
H -2.69 -4.32 -3.65
H 3.08 0.14 3.10
H -0.82 0.47 2.32
H 1.88 -2.65 -3.09
H 3.74 0.42 0.81
H 2.00 0.19 -3.55
H 2.96 -0.36 -1.50
H -1.60 -1.47 -1.61
H 0.32 -1.28 4.23
H 2.13 1.13 2.16
H -3.38 -1.98 1.47
H 0.40 5.49 2.65
H -2.59 1.31 2.19
H -1.28 -1.34 3.34
H 1.53 -1.85 -4.54
H 1.00 3.67 3.93
H -1.24 -3.68 -0.49
H -3.19 -3.06 -2.44
H 3.22 2.00 3.12
H -0.05 -1.51 -2.51
H -3.20 -4.26 0.76
H 3.17 3.30 -1.08
H -1.69 3.05 -2.47
H 2.22 -1.27 1.12
H -1.96 1.76 -3.65
H -1.52 1.37 -1.96
H 0.08 5.39 0.93
H -0.46 -3.52 1.17
H -3.67 -0.59 2.58
H 3.25 -1.75 -3.78
H 0.67 2.87 -0.40
H -0.98 -5.04 0.52
H -3.38 2.87 -1.33
H 0.10 -1.73 2.51
H 0.35 2.24 3.18
H 0.71 0.57 0.58
```

## Properties
2S+1: 1
SMILES string: NC(N)=O.NC(N)=O.NC(N)=O.CCO.CO.CO.CO.CO.CO.CO
energy: -41500.798 eV
frontier orbital gap: 0.3140 Ha
HOMO level: -8.5 eV
F_max: 0.15622 hartree/bohr
energy above the lowest of the compared OMol25 structures with the same formula, charge and spin: 0.184 eV

---

C11H44ClN22O15 as an isolated structure at a distorted geometry. Source: the Open Molecules 2025 dataset; level of theory: wB97M-V/def2-TZVPD.

XYZ file:
```
93
Properties=species:S:1:pos:R:3
Cl 0.08 -0.59 -0.41
O 4.25 0.69 1.95
O 1.45 -0.42 0.15
O 3.06 -1.90 3.38
O -3.82 0.53 -0.99
O -0.30 -1.98 -0.46
O -0.86 -0.08 0.55
O -1.96 0.85 2.52
O -3.88 -2.18 -1.07
O 0.31 -4.30 -1.56
O -3.00 -2.25 3.85
O 0.68 3.25 1.91
O -0.14 0.14 -1.58
O 1.93 3.02 -1.51
O -0.23 3.79 -3.62
O -3.45 0.25 -3.13
N -4.06 -2.94 0.98
N -0.56 1.81 -2.62
N 3.38 -0.72 0.41
N 2.25 -0.30 2.06
N -0.12 3.47 -1.36
N 1.57 1.95 0.28
N -2.35 -0.78 -1.49
N -0.41 1.96 3.66
N 4.99 0.48 -0.02
N -1.25 -0.22 -3.27
N 1.49 -2.25 1.92
N 0.13 0.32 2.32
N -0.54 2.15 0.46
N 2.54 0.90 -1.68
N -3.63 2.55 -0.30
N 1.39 -2.51 -1.14
N 2.51 -4.32 -1.83
N -2.10 -2.68 0.05
N -3.49 -1.10 2.00
N -1.53 -1.36 2.62
N -2.07 1.13 0.13
N 3.27 2.42 -2.98
C 4.20 0.12 0.93
C 1.38 -3.72 -1.49
C -0.29 3.06 -2.62
C -2.46 -0.32 -2.70
C -0.83 1.07 2.82
C 2.54 2.15 -2.01
C 2.28 -1.48 2.56
C -3.16 1.39 -0.41
C -2.74 -1.67 2.87
C -3.43 -2.63 -0.05
C 0.61 2.46 0.96
H 3.75 1.71 -3.52
H 1.55 -3.24 2.10
H -0.95 -1.71 3.37
H 2.59 -1.12 0.91
H 1.35 0.06 1.79
H -1.59 -2.18 -0.67
H 5.43 1.37 0.15
H 0.08 2.79 -0.64
H -1.21 -0.69 1.94
H 3.33 -0.83 -0.59
H -1.69 -2.93 0.93
H -0.09 -0.06 1.41
H 3.32 -3.80 -2.14
H 3.10 0.20 2.28
H 0.99 -1.78 1.18
H -3.15 -0.51 1.25
H 0.14 4.44 -1.36
H 2.29 -5.24 -2.20
H 2.87 3.24 -3.42
H -1.86 0.14 0.24
H -0.41 1.35 -3.51
H 3.16 0.25 -2.13
H -1.52 -1.19 -1.09
H -3.21 -0.78 -0.97
H -1.52 1.78 0.66
H 1.30 1.37 -0.50
H -1.08 2.46 4.23
H -3.42 -3.15 1.73
H -1.05 0.51 -3.94
H 1.07 0.57 2.58
H 2.42 2.51 0.31
H -0.46 -0.56 -2.74
H -3.15 3.19 0.32
H -1.37 2.70 0.65
H -0.76 1.31 -1.77
H 0.56 -1.96 -1.00
H 5.05 0.05 -0.93
H -4.15 2.81 -1.12
H 2.35 -2.25 -0.93
H -5.05 -2.82 1.15
H 0.58 2.11 3.72
H -4.49 -1.08 2.10
H -0.56 1.20 0.11
H 1.85 0.57 -1.02
```

## Properties
charge: -1
2S+1: 1
energy: -88080.679 eV
frontier orbital gap: 0.2325 Ha
HOMO level: -5.1 eV
F_max: 0.25628 hartree/bohr
energy above the lowest of the compared OMol25 structures with the same formula, charge and spin: 65.651 eV

---

A 11-piece molecular cluster, C11H44N22O11 overall at a distorted geometry. Source: the Open Molecules 2025 dataset; level of theory: wB97M-V/def2-TZVPD.

XYZ file:
```
88
Properties=species:S:1:pos:R:3
O -18.63 -13.94 -11.06
O -18.69 -19.24 -6.01
O -29.91 -14.34 -11.39
O -16.57 -14.77 -0.92
O -25.15 -15.84 -16.18
O -24.52 -13.88 -4.95
O -28.66 -11.49 0.68
O -28.16 -18.40 -0.52
O -17.25 -8.08 -5.70
O -32.41 -8.75 -6.23
O -35.79 -15.82 -1.87
N -20.16 -18.76 -7.62
N -24.59 -14.00 -15.00
N -17.72 -10.36 -6.00
N -16.22 -9.75 -4.66
N -30.80 -9.69 -5.20
N -32.58 -10.89 -5.41
N -26.44 -14.20 -5.95
N -18.54 -14.38 0.23
N -16.94 -15.15 1.35
N -35.46 -13.92 -0.90
N -27.31 -19.83 1.06
N -27.06 -10.11 0.15
N -31.46 -15.11 -12.74
N -17.42 -13.90 -13.02
N -28.57 -9.32 1.44
N -27.37 -17.86 1.50
N -16.57 -14.76 -11.32
N -33.71 -15.20 -1.41
N -24.89 -13.70 -7.26
N -23.39 -14.72 -16.69
N -19.80 -17.40 -5.99
N -32.00 -14.54 -10.78
C -19.49 -18.49 -6.56
C -17.09 -9.26 -5.50
C -35.00 -15.09 -1.34
C -25.21 -13.86 -6.00
C -17.25 -14.75 0.13
C -27.62 -18.68 0.55
C -28.18 -10.37 0.77
C -31.04 -14.60 -11.63
C -17.60 -14.13 -11.72
C -24.45 -14.85 -16.01
C -32.02 -9.69 -5.65
H -15.80 -14.89 -11.96
H -19.11 -17.36 -5.25
H -16.06 -10.74 -4.55
H -18.28 -13.92 -13.54
H -26.89 -18.08 2.35
H -15.98 -15.37 1.56
H -25.68 -13.71 -7.88
H -33.58 -10.87 -5.52
H -20.11 -19.65 -8.09
H -20.66 -17.95 -7.95
H -30.29 -8.83 -5.34
H -27.14 -14.17 -6.68
H -32.39 -15.49 -12.86
H -17.63 -14.91 2.04
H -32.80 -15.07 -11.06
H -27.69 -16.90 1.40
H -36.43 -13.62 -0.88
H -15.59 -9.06 -4.28
H -18.98 -14.37 1.14
H -33.11 -14.46 -1.07
H -18.98 -13.87 -0.52
H -25.27 -14.27 -14.31
H -23.35 -15.44 -17.40
H -28.13 -8.54 1.90
H -30.40 -10.45 -4.67
H -32.17 -11.55 -4.76
H -31.99 -14.07 -9.88
H -26.67 -9.18 0.20
H -26.78 -10.69 -0.63
H -33.11 -15.96 -1.68
H -16.62 -14.09 -13.61
H -26.46 -19.78 1.59
H -26.65 -14.59 -5.05
H -18.31 -10.25 -6.80
H -23.94 -13.24 -14.86
H -29.47 -9.55 1.84
H -20.48 -16.69 -6.24
H -34.78 -13.49 -0.30
H -17.20 -11.22 -5.86
H -27.56 -20.64 0.52
H -23.91 -13.67 -7.53
H -30.94 -15.26 -13.59
H -23.20 -13.80 -17.06
H -16.55 -15.17 -10.40
```

## Properties
2S+1: 1
SMILES string: NC(N)=O.NC(N)=O.NC(N)=O.NC(N)=O.NC(N)=O.NC(N)=O.NC(N)=O.NC(N)=O.NC(N)=O.NC(N)=O.NC(N)=O
energy: -67427.907 eV
frontier orbital gap: 0.3467 Ha
HOMO level: -9.4 eV
F_max: 0.14607 hartree/bohr
energy above the lowest of the compared OMol25 structures with the same formula, charge and spin: 10.787 eV

---

A 11-piece molecular cluster, C11H44N22O11 overall at a distorted geometry. Source: the Open Molecules 2025 dataset; level of theory: wB97M-V/def2-TZVPD.

XYZ file:
```
88
Properties=species:S:1:pos:R:3
O 1.75 -0.64 2.44
O 1.93 -1.21 -3.10
O -4.63 -0.96 -3.44
O 5.55 3.05 -3.46
O -4.03 2.73 0.50
O -0.48 6.32 0.94
O 5.49 -3.33 -0.27
O 1.71 3.83 1.57
O -3.60 -4.39 -0.67
O -1.07 0.13 -1.06
O -2.26 -0.87 2.93
N -3.69 -1.72 4.41
N -3.43 0.62 0.79
N 1.13 0.60 -1.08
N 0.39 -2.63 -2.49
N -2.26 -2.67 -0.28
N 2.44 -2.74 2.84
N -0.89 4.16 1.34
N 3.29 2.55 -3.24
N -3.40 2.02 2.47
N -2.44 5.64 1.39
N 3.40 -3.73 -0.17
N -0.11 0.93 0.70
N 1.72 -3.25 -4.05
N 2.98 2.01 1.61
N -2.57 -1.57 -3.14
N 3.95 3.76 -4.86
N 3.39 3.60 0.17
N 4.12 -1.90 -1.05
N -2.98 0.53 -3.31
N 0.33 -2.38 2.35
N -3.75 -3.13 1.17
N -1.61 -1.56 4.90
C 1.43 -2.32 -3.20
C -3.21 -3.52 0.02
C -1.25 5.40 1.18
C -3.57 1.85 1.23
C -0.06 0.55 -0.54
C -2.51 -1.46 3.99
C 1.59 -1.84 2.51
C -3.45 -0.69 -3.28
C 2.68 3.19 1.15
C 4.39 3.04 -3.84
C 4.39 -3.01 -0.50
H -3.21 -2.74 1.93
H 5.00 -1.42 -1.20
H -3.98 -1.81 5.37
H 4.50 4.59 -5.02
H -0.95 0.67 1.21
H -2.96 1.23 2.94
H 3.42 -2.51 2.94
H -3.06 4.85 1.51
H -0.66 -1.32 4.66
H -0.03 -1.94 -1.89
H -2.08 -1.93 0.37
H -1.79 -2.22 5.64
H 2.41 2.61 -3.74
H 0.72 1.31 1.13
H 1.94 -3.60 3.02
H 3.03 3.54 -5.22
H 2.67 1.51 2.43
H 1.34 0.23 -1.99
H -1.82 -2.92 -1.15
H 4.21 3.04 -0.03
H 2.49 -3.33 -0.02
H 2.98 4.41 -0.26
H 2.46 -3.02 -4.70
H -1.60 3.44 1.34
H -2.20 0.51 -2.67
H 3.50 -4.66 0.22
H -3.28 -0.13 1.45
H -4.51 -3.76 1.34
H 3.48 2.19 -2.32
H 0.10 -3.36 2.28
H -2.80 6.54 1.10
H 3.17 -1.60 -1.20
H -1.61 -1.29 -3.29
H -2.83 -2.55 -3.20
H -0.44 -1.73 2.32
H -4.50 -1.64 3.82
H 0.12 4.07 1.41
H -3.64 1.26 -3.08
H -3.54 0.45 -0.20
H 0.12 -3.60 -2.41
H 1.05 -4.00 -4.10
H 1.81 1.09 -0.51
H -3.61 2.84 3.01
H 3.80 1.68 1.12
```

## Properties
2S+1: 1
SMILES string: NC(N)=O.NC(N)=O.NC(N)=O.NC(N)=O.NC(N)=O.NC(N)=O.NC(N)=O.NC(N)=O.NC(N)=O.NC(N)=O.NC(N)=O
energy: -67431.315 eV
frontier orbital gap: 0.2766 Ha
HOMO level: -8.2 eV
F_max: 0.17963 hartree/bohr
energy above the lowest of the compared OMol25 structures with the same formula, charge and spin: 7.379 eV

---

A 11-piece molecular cluster, C11H44N22O11 overall at a distorted geometry. Source: the Open Molecules 2025 dataset; level of theory: wB97M-V/def2-TZVPD.

XYZ file:
```
88
Properties=species:S:1:pos:R:3
O 2.98 -1.28 0.22
O -0.90 2.61 3.68
O 3.78 -2.49 4.54
O -2.61 -3.05 0.95
O 3.01 3.11 -3.15
O 0.20 -0.46 -3.97
O 3.10 1.93 2.01
O -3.82 2.25 -3.24
O -0.36 -1.31 -0.80
O -5.47 0.43 2.47
O 0.12 3.70 0.33
N -4.79 -0.83 0.71
N -2.65 -2.66 -1.18
N -1.41 0.41 -0.02
N 0.65 0.11 0.65
N 2.36 0.86 -2.79
N 2.05 3.49 3.25
N -0.34 -2.31 -4.96
N -1.83 1.97 -4.34
N 1.28 2.14 -4.16
N 3.01 -0.96 3.20
N 4.68 -2.39 2.58
N 0.26 1.32 5.10
N -1.68 3.46 -0.84
N 4.18 3.44 3.20
N 4.14 -3.05 -0.48
N -1.94 3.47 1.11
N -2.69 0.29 -3.30
N -0.93 0.36 3.61
N 1.96 -3.14 -0.42
N -4.06 -4.13 -0.39
N 1.34 -2.30 -3.46
N -3.58 -0.62 2.42
C -0.34 -0.34 -0.04
C -2.81 1.58 -3.60
C 3.09 2.90 2.73
C -4.70 -0.35 1.89
C 0.42 -1.63 -4.15
C 2.28 2.08 -3.35
C 2.99 -2.41 -0.22
C -3.11 -3.32 -0.13
C -1.04 3.58 0.25
C 3.86 -1.95 3.50
C -0.52 1.50 4.07
H -1.37 1.41 0.11
H 1.97 -4.14 -0.58
H 4.23 -4.00 -0.83
H 1.42 -3.22 -3.85
H -0.70 -1.78 -5.75
H -1.47 0.28 2.76
H -5.61 -0.56 0.18
H 4.99 -2.52 -0.44
H -3.24 -0.03 3.17
H -1.81 2.92 -4.67
H 1.50 -0.40 0.44
H 4.74 -2.12 1.61
H 1.98 4.19 3.98
H -4.17 -1.54 0.36
H 3.00 -0.48 2.31
H -0.54 -0.45 4.08
H 1.72 -1.94 -2.60
H 2.82 0.71 -1.90
H 1.22 3.09 2.84
H -3.33 -0.18 -2.69
H 4.04 4.27 3.76
H 0.73 2.03 5.63
H -2.68 3.52 -0.93
H -0.46 -3.30 -4.83
H -4.30 -4.17 -1.37
H 1.06 -2.68 -0.31
H -1.72 0.01 -3.24
H 0.97 3.01 -4.55
H -2.82 3.18 0.72
H 5.33 -3.01 3.06
H 1.68 0.18 -3.12
H -1.81 -2.12 -1.08
H 0.60 0.38 5.25
H -2.94 -2.94 -2.11
H -4.44 -4.79 0.27
H 5.03 2.93 3.02
H -1.31 1.28 -4.87
H 0.76 1.28 -4.28
H -3.00 -1.37 2.08
H 0.66 0.93 1.24
H 2.20 -0.93 3.81
H -1.78 3.37 2.10
H -2.12 -0.08 -0.54
H -1.20 3.73 -1.68
```

## Properties
2S+1: 1
SMILES string: NC(N)=O.NC(N)=O.NC(N)=O.NC(N)=O.NC(N)=O.NC(N)=O.NC(N)=O.NC(N)=O.NC(N)=O.NC(N)=O.NC(N)=O
energy: -67432.317 eV
frontier orbital gap: 0.3022 Ha
HOMO level: -8.7 eV
F_max: 0.19479 hartree/bohr
energy above the lowest of the compared OMol25 structures with the same formula, charge and spin: 6.377 eV